Entry 1:
Below is a 2-piece molecular cluster, C4H6N3 overall in a non-equilibrium geometry, with properties calculated with ωB97M-V/def2-TZVPD.

The value obtained for the orbital gap (alpha / beta) is 6.94 / 6.94 eV. The HOMO energy (alpha / beta) is -15.644 / -15.644 eV. As for the total energy: -8702.274 eV. The value obtained for the LUMO energy (alpha / beta) is -8.702 / -8.701 eV. Its net charge is +1.

```
13
Properties=species:S:1:pos:R:3:forces:R:3:nbo_charge:R:1
C -3.4814 -0.0061 0.0156 6.970 -0.194 -0.542 0.318
C -0.7727 -0.0470 -0.1104 -2.550 0.165 0.279 0.731
C 1.3217 0.7904 -0.0014 0.627 0.038 -0.062 -0.229
C 1.3618 -0.7575 0.0528 0.673 0.014 0.194 -0.229
N -4.6028 0.0271 0.1277 -3.584 0.107 0.338 -0.331
N -0.1231 1.0680 -0.0736 -0.615 0.479 -0.030 -0.592
N -0.0594 -1.1218 -0.0695 -0.636 -0.489 -0.078 -0.594
H 1.7414 1.2532 0.8928 -0.092 -0.066 -0.079 0.248
H 1.8242 1.1956 -0.8822 -0.114 -0.067 0.090 0.245
H 1.9345 -1.1955 -0.7632 -0.099 0.043 -0.006 0.248
H 1.7541 -1.1320 1.0014 -0.100 0.059 -0.122 0.244
H -0.5112 1.9988 -0.0825 -0.225 -0.058 0.012 0.471
H -0.3871 -2.0732 -0.1075 -0.256 -0.031 0.005 0.471
```
Forces are in eV/Å.

---

Entry 2:
Below is one molecule with the formula C6H10N2 in a non-equilibrium geometry, with properties calculated with ωB97M-V/def2-TZVPD.

The value obtained for the orbital gap is 8.91 eV. The HOMO energy is -7.950 eV. As for the total energy: -9362.220 eV. The SMILES is [H]/N=C(/C)C(=C)/C=C\N. The value obtained for the LUMO energy is 0.958 eV.

```
18
Properties=species:S:1:pos:R:3:forces:R:3:nbo_charge:R:1
H 2.0531 -1.5064 1.0752 -0.247 -0.086 -0.334 0.337
N 2.2367 -0.7455 0.4197 0.274 0.440 0.869 -0.636
C 1.2123 -0.2600 -0.1346 -0.539 -2.054 -2.712 0.315
C 1.3943 0.8541 -1.1239 0.001 0.760 0.093 -0.688
C -0.2070 -0.9574 -0.1667 3.123 2.236 0.937 -0.077
C -0.6844 -1.5708 -1.2262 -0.327 -0.465 0.193 -0.390
C -0.5983 -0.6047 1.1923 -2.503 -0.865 0.972 -0.368
C -1.2468 0.5192 1.5315 0.103 -0.517 0.106 0.026
N -1.6627 1.4845 0.6432 -0.084 -0.259 -0.139 -0.820
H 2.3391 0.7329 -1.6568 -0.022 0.058 0.174 0.243
H 0.5849 0.9169 -1.8555 0.050 -0.103 0.139 0.210
H 1.4230 1.8051 -0.5757 0.065 -0.058 -0.194 0.232
H -1.6424 -2.0677 -1.1874 -0.177 0.005 -0.076 0.207
H -0.0947 -1.6854 -2.1269 -0.001 0.119 -0.012 0.208
H -0.4586 -1.3752 1.9434 0.094 0.215 0.143 0.229
H -1.5549 0.6797 2.5586 0.208 0.057 -0.015 0.199
H -1.3316 1.3629 -0.3011 -0.083 0.338 0.004 0.384
H -1.7620 2.4178 0.9910 0.065 0.177 -0.147 0.387
```
Forces are in eV/Å.